[1]
{"formula": "CH6NO2", "method": "ωB97M-V with the def2-TZVPD basis set", "elements": ["O", "H", "N", "C", "O", "H", "H", "H", "H", "H"], "xyz": [[-0.136, -0.026, -2.558], [-0.380, 0.091, -1.558], [-0.080, -0.155, 2.115], [0.374, -0.277, 0.750], [-0.354, 0.602, -0.090], [-0.005, 0.867, 2.362], [0.586, -0.515, 2.776], [0.417, -1.328, 0.412], [1.456, -0.062, 0.619], [0.163, -0.922, -2.731]], "homo_energy_ev": -2.82, "gap_ev": 7.41, "total_charge": -1, "lumo_ev": 4.59, "energy_ev": -6719.1894}

***

[2]
{"formula": "C7H13N", "method": "ωB97M-V with the def2-TZVPD basis set", "elements": ["C", "C", "C", "C", "N", "C", "C", "C", "H", "H", "H", "H", "H", "H", "H", "H", "H", "H", "H", "H", "H"], "xyz": [[3.514, 0.773, -0.596], [2.330, 0.530, -0.618], [0.605, 0.029, -0.770], [-0.156, 1.272, -1.194], [0.494, -0.554, 0.482], [0.337, 0.300, 1.638], [-0.860, -1.510, 0.176], [-2.241, -0.883, 0.207], [4.552, 0.965, -0.550], [0.677, -0.709, -1.571], [-0.264, 1.999, -0.394], [-1.127, 1.025, -1.620], [0.416, 1.757, -1.986], [0.099, -0.336, 2.492], [-0.439, 1.069, 1.558], [1.295, 0.792, 1.800], [-0.717, -2.187, 1.018], [-0.694, -2.088, -0.734], [-2.985, -1.672, 0.337], [-2.481, -0.373, -0.724], [-2.356, -0.199, 1.046]], "homo_energy_ev": -8.85, "gap_ev": 9.84, "lumo_ev": 0.99, "smiles": "C#C[C@H](C)N(C)CC", "energy_ev": -8955.7188}

***

[3]
{"formula": "C25H24N2O4S", "method": "ωB97M-V with the def2-TZVPD basis set", "elements": ["C", "C", "O", "C", "C", "C", "C", "N", "C", "C", "C", "C", "C", "C", "C", "C", "C", "C", "N", "C", "O", "S", "O", "O", "C", "C", "C", "C", "C", "C", "C", "C", "H", "H", "H", "H", "H", "H", "H", "H", "H", "H", "H", "H", "H", "H", "H", "H", "H", "H", "H", "H", "H", "H", "H", "H"], "xyz": [[0.864, -8.729, -1.324], [0.646, -7.469, -0.501], [0.427, -6.402, -1.401], [0.193, -5.157, -0.902], [0.165, -4.825, 0.447], [-0.089, -3.521, 0.839], [-0.301, -2.517, -0.097], [-0.530, -1.186, 0.284], [-0.058, -0.710, 1.573], [0.240, 0.758, 1.483], [-0.536, 1.700, 2.063], [-0.280, 3.092, 1.888], [-1.096, 4.097, 2.421], [-0.823, 5.421, 2.180], [0.278, 5.799, 1.401], [0.548, 7.250, 1.154], [1.094, 4.819, 0.873], [0.827, 3.469, 1.106], [1.623, 2.489, 0.584], [1.413, 1.130, 0.698], [2.186, 0.350, 0.171], [-1.834, -0.331, -0.326], [-2.493, -1.112, -1.329], [-2.630, 0.153, 0.769], [-1.074, 1.084, -1.131], [-1.626, 2.335, -0.937], [-1.066, 3.434, -1.567], [0.036, 3.266, -2.390], [0.576, 2.005, -2.588], [0.018, 0.904, -1.958], [-0.271, -2.853, -1.449], [-0.037, -4.152, -1.842], [1.723, -8.601, -1.977], [1.036, -9.576, -0.667], [-0.011, -8.924, -1.939], [-0.225, -7.593, 0.158], [1.530, -7.265, 0.120], [0.330, -5.571, 1.209], [-0.124, -3.299, 1.895], [0.868, -1.245, 1.798], [-0.805, -0.888, 2.356], [-1.402, 1.406, 2.638], [-1.949, 3.812, 3.018], [-1.461, 6.189, 2.591], [1.423, 7.385, 0.524], [0.714, 7.767, 2.097], [-0.308, 7.716, 0.668], [1.949, 5.088, 0.268], [2.425, 2.761, 0.027], [-2.481, 2.428, -0.286], [-1.486, 4.416, -1.414], [0.475, 4.122, -2.881], [1.435, 1.875, -3.230], [0.440, -0.079, -2.083], [-0.463, -2.099, -2.192], [-0.021, -4.417, -2.888]], "homo_energy_ev": -7.89, "gap_ev": 7.95, "lumo_ev": 0.07, "smiles": "CCOc1ccc(N(Cc2cc3ccc(C)cc3[nH]c2=O)S(=O)(=O)c2ccccc2)cc1", "energy_ev": -48320.4934}

***

[4]
{"formula": "C53H79N9O15", "method": "ωB97M-V with the def2-TZVPD basis set", "elements": ["N", "C", "C", "C", "C", "C", "H", "H", "H", "H", "H", "N", "C", "C", "C", "C", "C", "H", "H", "H", "H", "H", "C", "C", "O", "C", "O", "O", "H", "H", "H", "H", "C", "C", "O", "C", "O", "O", "H", "H", "H", "H", "C", "C", "O", "C", "O", "O", "H", "H", "H", "H", "C", "C", "O", "C", "O", "O", "H", "H", "H", "H", "C", "C", "O", "C", "O", "O", "H", "H", "H", "H", "C", "C", "C", "C", "N", "H", "H", "H", "H", "H", "H", "H", "C", "C", "C", "C", "N", "H", "H", "H", "H", "H", "H", "H", "C", "C", "C", "C", "N", "H", "H", "H", "H", "H", "H", "H", "C", "C", "C", "C", "N", "H", "H", "H", "H", "H", "H", "H", "C", "C", "C", "C", "N", "H", "H", "H", "H", "H", "H", "H", "C", "C", "C", "C", "N", "H", "H", "H", "H", "H", "H", "H", "C", "C", "C", "C", "N", "H", "H", "H", "H", "H", "H", "H"], "xyz": [[1.174, -23.162, 15.676], [-0.188, -22.951, 15.643], [-1.131, -23.835, 15.039], [-0.578, -25.058, 14.612], [0.819, -25.320, 14.658], [1.633, -24.324, 15.198], [-0.572, -22.098, 16.183], [-2.186, -23.616, 14.963], [-1.308, -25.774, 14.264], [1.315, -26.266, 14.500], [2.706, -24.447, 15.210], [-5.888, -27.484, 14.885], [-4.949, -26.522, 14.891], [-4.411, -25.996, 13.714], [-4.863, -26.549, 12.493], [-5.758, -27.632, 12.476], [-6.288, -28.044, 13.689], [-4.569, -26.155, 15.833], [-3.707, -25.180, 13.777], [-4.587, -26.128, 11.537], [-6.084, -28.133, 11.577], [-7.021, -28.834, 13.761], [-8.923, -24.948, 21.189], [-9.451, -24.000, 20.113], [-9.025, -22.754, 20.612], [-8.085, -22.894, 21.604], [-7.385, -22.026, 22.071], [-7.978, -24.186, 21.950], [-8.595, -25.885, 20.738], [-9.749, -25.273, 21.820], [-10.540, -24.032, 20.069], [-9.057, -24.267, 19.132], [-1.257, -31.716, 21.445], [-2.559, -32.135, 22.178], [-3.176, -30.888, 22.495], [-2.516, -29.893, 21.979], [-2.939, -28.723, 21.858], [-1.309, -30.296, 21.542], [-1.338, -31.910, 20.375], [-0.408, -32.161, 21.963], [-2.404, -32.723, 23.083], [-3.236, -32.638, 21.486], [0.257, -24.842, 18.423], [-1.095, -25.573, 18.421], [-0.933, -26.703, 19.261], [0.180, -26.503, 20.011], [0.396, -27.231, 20.941], [0.866, -25.363, 19.585], [0.188, -23.756, 18.487], [0.837, -25.071, 17.530], [-1.166, -25.895, 17.382], [-1.874, -24.932, 18.832], [-0.306, -25.798, 23.878], [-1.596, -25.611, 23.038], [-1.395, -24.383, 22.357], [-0.238, -23.840, 22.577], [0.152, -22.788, 22.163], [0.424, -24.628, 23.472], [0.247, -26.713, 23.666], [-0.604, -25.756, 24.925], [-2.469, -25.536, 23.687], [-1.524, -26.414, 22.305], [-3.846, -29.175, 18.727], [-2.762, -30.282, 18.651], [-3.476, -31.432, 18.992], [-4.726, -31.208, 19.249], [-5.639, -32.007, 19.495], [-4.943, -29.922, 19.180], [-4.069, -28.661, 17.792], [-3.649, -28.385, 19.452], [-1.939, -30.080, 19.336], [-2.260, -30.199, 17.688], [-4.081, -21.385, 14.719], [-4.999, -20.243, 15.070], [-4.427, -19.346, 16.178], [-3.171, -18.654, 15.787], [-2.221, -18.105, 15.492], [-4.449, -21.724, 13.750], [-4.226, -22.256, 15.358], [-3.022, -21.142, 14.634], [-6.010, -20.599, 15.265], [-5.063, -19.533, 14.245], [-4.250, -19.927, 17.082], [-5.140, -18.574, 16.468], [-1.974, -22.749, 25.200], [-3.043, -22.057, 24.326], [-4.473, -22.585, 24.555], [-4.775, -24.002, 24.286], [-5.005, -25.086, 24.036], [-0.990, -22.516, 24.793], [-2.132, -23.827, 25.225], [-1.964, -22.368, 26.221], [-2.750, -22.254, 23.295], [-3.017, -20.975, 24.457], [-5.165, -21.980, 23.969], [-4.757, -22.419, 25.594], [-9.923, -30.476, 18.351], [-9.435, -29.832, 17.043], [-8.001, -29.251, 17.144], [-7.921, -28.171, 18.086], [-7.814, -27.289, 18.818], [-10.809, -31.065, 18.114], [-10.205, -29.675, 19.035], [-9.228, -31.186, 18.800], [-10.040, -28.982, 16.729], [-9.382, -30.521, 16.200], [-7.577, -28.996, 16.173], [-7.205, -29.887, 17.530], [-7.256, -23.553, 16.263], [-8.039, -24.895, 16.153], [-8.627, -25.089, 14.752], [-9.249, -26.387, 14.475], [-9.698, -27.418, 14.302], [-6.560, -23.602, 17.100], [-7.946, -22.734, 16.466], [-6.598, -23.432, 15.403], [-8.792, -24.909, 16.942], [-7.363, -25.713, 16.401], [-7.749, -25.091, 14.107], [-9.307, -24.349, 14.330], [-6.367, -20.047, 18.918], [-6.170, -18.754, 19.771], [-5.882, -18.944, 21.283], [-4.685, -19.724, 21.537], [-3.713, -20.307, 21.696], [-5.448, -20.633, 18.955], [-6.677, -19.909, 17.882], [-7.168, -20.562, 19.447], [-7.040, -18.100, 19.723], [-5.282, -18.208, 19.451], [-6.653, -19.569, 21.733], [-5.756, -18.024, 21.855], [-6.427, -30.072, 23.258], [-7.427, -29.532, 22.188], [-7.918, -28.072, 22.420], [-8.661, -27.867, 23.682], [-9.280, -27.788, 24.657], [-5.519, -29.478, 23.359], [-6.229, -31.118, 23.025], [-6.825, -30.019, 24.271], [-8.301, -30.158, 22.013], [-6.921, -29.540, 21.222], [-8.620, -27.817, 21.626], [-7.189, -27.264, 22.487], [-4.921, -26.223, 20.532], [-4.163, -24.861, 20.610], [-4.760, -23.753, 19.761], [-4.193, -23.870, 18.396], [-3.719, -23.982, 17.346], [-5.990, -26.082, 20.694], [-4.384, -26.879, 21.217], [-4.869, -26.702, 19.554], [-3.111, -24.966, 20.348], [-4.312, -24.457, 21.611], [-4.555, -22.776, 20.199], [-5.848, -23.757, 19.687]], "homo_energy_ev": -9.93, "gap_ev": 10.04, "lumo_ev": 0.11, "energy_ev": -100362.9187}

***

Repeat the third record exactly.
{"formula": "C25H24N2O4S", "method": "ωB97M-V with the def2-TZVPD basis set", "elements": ["C", "C", "O", "C", "C", "C", "C", "N", "C", "C", "C", "C", "C", "C", "C", "C", "C", "C", "N", "C", "O", "S", "O", "O", "C", "C", "C", "C", "C", "C", "C", "C", "H", "H", "H", "H", "H", "H", "H", "H", "H", "H", "H", "H", "H", "H", "H", "H", "H", "H", "H", "H", "H", "H", "H", "H"], "xyz": [[0.864, -8.729, -1.324], [0.646, -7.469, -0.501], [0.427, -6.402, -1.401], [0.193, -5.157, -0.902], [0.165, -4.825, 0.447], [-0.089, -3.521, 0.839], [-0.301, -2.517, -0.097], [-0.530, -1.186, 0.284], [-0.058, -0.710, 1.573], [0.240, 0.758, 1.483], [-0.536, 1.700, 2.063], [-0.280, 3.092, 1.888], [-1.096, 4.097, 2.421], [-0.823, 5.421, 2.180], [0.278, 5.799, 1.401], [0.548, 7.250, 1.154], [1.094, 4.819, 0.873], [0.827, 3.469, 1.106], [1.623, 2.489, 0.584], [1.413, 1.130, 0.698], [2.186, 0.350, 0.171], [-1.834, -0.331, -0.326], [-2.493, -1.112, -1.329], [-2.630, 0.153, 0.769], [-1.074, 1.084, -1.131], [-1.626, 2.335, -0.937], [-1.066, 3.434, -1.567], [0.036, 3.266, -2.390], [0.576, 2.005, -2.588], [0.018, 0.904, -1.958], [-0.271, -2.853, -1.449], [-0.037, -4.152, -1.842], [1.723, -8.601, -1.977], [1.036, -9.576, -0.667], [-0.011, -8.924, -1.939], [-0.225, -7.593, 0.158], [1.530, -7.265, 0.120], [0.330, -5.571, 1.209], [-0.124, -3.299, 1.895], [0.868, -1.245, 1.798], [-0.805, -0.888, 2.356], [-1.402, 1.406, 2.638], [-1.949, 3.812, 3.018], [-1.461, 6.189, 2.591], [1.423, 7.385, 0.524], [0.714, 7.767, 2.097], [-0.308, 7.716, 0.668], [1.949, 5.088, 0.268], [2.425, 2.761, 0.027], [-2.481, 2.428, -0.286], [-1.486, 4.416, -1.414], [0.475, 4.122, -2.881], [1.435, 1.875, -3.230], [0.440, -0.079, -2.083], [-0.463, -2.099, -2.192], [-0.021, -4.417, -2.888]], "homo_energy_ev": -7.89, "gap_ev": 7.95, "lumo_ev": 0.07, "smiles": "CCOc1ccc(N(Cc2cc3ccc(C)cc3[nH]c2=O)S(=O)(=O)c2ccccc2)cc1", "energy_ev": -48320.4934}